ORCA calculation (ωB97M-V/def2-TZVPD) on an isolated molecule of C2H4OS2 at a distorted geometry.

```
9
Properties=species:S:1:pos:R:3:mulliken_charge:R:1
C -0.191 0.244 1.849 -0.763
S -1.089 0.359 0.272 -0.063
S -0.183 -1.152 -0.754 -0.110
C 0.436 -0.211 -2.351 0.125
O 1.005 -0.755 -3.222 -0.368
H -0.557 1.056 2.468 0.285
H 0.875 0.341 1.676 0.291
H -0.419 -0.711 2.313 0.293
H 0.124 0.830 -2.250 0.309
```

## Properties
Orbital gap: 9.43 eV
Energy relative to the best compared isomer or geometry (same formula, charge and spin): 0.132 eV
Spin multiplicity: 1
SMILES: CSSC=O
E_HOMO: -0.325 Eh